Here is an isolated molecule of C9H13ClNOP in a non-equilibrium geometry from OMol25. Energies are from ωB97M-V/def2-TZVPD.

XYZ file:
```
26
Properties=species:S:1:pos:R:3:nbo_charge:R:1
H -3.28 2.23 -0.92 0.214
P -0.91 -1.65 -1.27 0.808
C 2.84 -0.33 -0.58 -0.217
N -1.58 1.45 0.11 -0.429
H 2.43 -2.24 2.18 0.208
Cl -1.88 -0.50 1.77 0.082
C 0.95 -1.77 0.81 -0.251
H -1.96 1.76 -1.92 0.236
C -1.96 0.17 0.18 0.626
C 1.50 -0.19 -0.83 -0.226
H 4.20 -1.22 0.66 0.196
H 3.58 0.28 -1.15 0.211
H -1.25 2.55 1.88 0.204
C 3.22 -1.11 0.50 -0.212
H -0.92 -2.66 -0.26 -0.102
C 0.53 -0.97 -0.21 -0.432
C -2.14 2.20 -0.92 -0.434
H -0.06 2.74 0.49 0.225
H 1.11 0.58 -1.47 0.190
H 0.27 -2.52 1.19 0.203
C -0.70 2.01 1.04 -0.418
H -1.76 3.28 -1.00 0.229
H -0.21 1.03 1.37 0.255
O -2.19 -0.52 -0.92 -0.695
C 2.23 -1.90 1.19 -0.214
H -2.05 -2.69 -1.90 -0.258
```

Output
- orbital gap (alpha / beta) (eV) = 5.37 / 5.25